1.
{
  "formula": "C5H9NO",
  "method": "ωB97M-V/def2-TZVPD",
  "multiplicity": 1,
  "orbital_gap_ha": 0.327,
  "max_force_ev_per_a": 0.6,
  "symbols": ["C", "C", "C", "C", "C", "N", "O", "H", "H", "H", "H", "H", "H", "H", "H", "H"],
  "positions_angstrom": [[1.338993, 0.547058, 1.401052], [0.642519, 0.276029, 0.090236], [0.956748, -0.973985, -0.772059], [-0.584191, -1.342036, -0.747399], [-0.710470, 0.034094, -0.164387], [-1.374015, 1.170879, -0.352252], [-2.744433, 1.131773, -0.060781], [2.300888, 1.048287, 1.248269], [1.541400, -0.388558, 1.944788], [0.729581, 1.191311, 2.043833], [-0.123622, 1.639196, -0.068745], [1.310758, -0.763166, -1.785367], [1.611407, -1.721096, -0.305914], [-0.783256, -2.152334, -0.040575], [-1.097315, -1.534305, -1.694397], [-3.117867, 1.771950, -0.682548]],
  "forces_ev_per_angstrom": [[0.0, 0.1, 0.1], [0.0, -0.3, 0.1], [0.2, -0.1, -0.1], [-0.2, -0.1, -0.1], [0.1, 0.3, 0.0], [0.5, -0.1, 0.1], [-0.3, 0.1, -0.1], [-0.2, -0.1, 0.0], [-0.1, 0.1, -0.1], [0.1, -0.1, -0.1], [-0.3, 0.0, -0.1], [-0.1, 0.0, 0.1], [-0.1, 0.1, -0.1], [0.0, 0.1, -0.1], [0.1, 0.0, 0.1], [0.0, -0.1, 0.1]],
  "nbo_charge": [-0.611, -0.251, -0.384, -0.441, 0.239, -0.287, -0.561, 0.214, 0.197, 0.220, 0.343, 0.212, 0.199, 0.227, 0.215, 0.469]
}


2.
{
  "formula": "C5H9NO",
  "method": "ωB97M-V/def2-TZVPD",
  "multiplicity": 1,
  "smiles": "O=C[C@H]1CCCN1",
  "orbital_gap_ha": 0.362,
  "max_force_ev_per_a": 6.6,
  "symbols": ["O", "C", "C", "C", "C", "C", "N", "H", "H", "H", "H", "H", "H", "H", "H", "H"],
  "positions_angstrom": [[0.482216, -1.730426, 2.160532], [-0.277628, -0.829510, 1.704314], [0.220626, 0.101244, 0.491716], [0.528490, -0.612048, -0.779238], [0.558059, 0.441653, -1.969550], [-0.673574, 1.351606, -1.388265], [-0.841871, 1.042271, 0.053356], [-1.144624, -0.427219, 2.201667], [1.118763, 0.567208, 0.911322], [-0.350258, -1.194975, -0.966134], [1.353115, -1.224557, -0.639224], [0.305170, -0.092284, -2.870363], [1.446602, 0.900591, -1.961814], [-0.339889, 2.395361, -1.547936], [-1.657157, 1.091525, -1.800758], [-0.832193, 1.814190, 0.661620]],
  "forces_ev_per_angstrom": [[-3.2, 2.9, -1.6], [4.8, -1.3, -0.3], [-1.4, -0.2, 0.9], [-0.9, 0.8, -1.1], [-5.1, -2.3, 3.5], [1.4, -0.1, -0.3], [1.2, -1.5, 0.1], [-0.9, -0.4, 0.5], [0.0, 0.3, 0.0], [-0.4, -0.9, -0.3], [1.7, -1.3, -0.2], [0.1, 0.2, -0.5], [3.2, 2.1, -0.4], [-0.8, -0.3, 0.0], [0.6, 0.4, -0.7], [-0.2, 1.4, 0.4]],
  "nbo_charge": [-0.526, 0.438, -0.145, -0.400, -0.388, -0.230, -0.645, 0.126, 0.187, 0.198, 0.220, 0.215, 0.194, 0.191, 0.201, 0.363]
}


3.
{
  "formula": "C5H9NO",
  "method": "ωB97M-V/def2-TZVPD",
  "multiplicity": 1,
  "smiles": "[H]/N=C1/CCCCO1",
  "orbital_gap_ha": 0.400,
  "max_force_ev_per_a": 0.4,
  "symbols": ["H", "N", "C", "C", "C", "C", "C", "O", "H", "H", "H", "H", "H", "H", "H", "H"],
  "positions_angstrom": [[2.693305, 1.675747, 0.330472], [2.593673, 0.690685, 0.074227], [1.376400, 0.370026, 0.182818], [0.848091, -0.998797, -0.192855], [-0.577374, -1.215136, 0.319810], [-1.512982, -0.060383, -0.075538], [-0.732867, 1.259204, -0.160458], [0.437378, 1.248093, 0.658459], [0.892166, -1.102056, -1.284394], [1.535197, -1.747945, 0.213379], [-0.551142, -1.294449, 1.411273], [-0.970615, -2.165352, -0.055265], [-1.973767, -0.248797, -1.053045], [-2.329339, 0.016145, 0.651727], [-1.316133, 2.120569, 0.172470], [-0.411986, 1.452449, -1.193087]],
  "forces_ev_per_angstrom": [[0.1, -0.1, 0.0], [-0.4, 0.0, 0.1], [0.4, -0.1, -0.1], [0.0, 0.0, 0.0], [0.0, 0.0, 0.1], [-0.1, 0.0, 0.0], [-0.2, 0.0, -0.2], [0.1, 0.0, 0.0], [0.0, 0.1, 0.1], [-0.1, 0.1, -0.1], [0.0, 0.0, -0.1], [0.1, 0.1, 0.1], [0.1, 0.0, 0.1], [0.2, 0.0, -0.1], [0.0, -0.2, 0.0], [-0.1, 0.0, 0.1]],
  "nbo_charge": [0.346, -0.669, 0.567, -0.501, -0.396, -0.432, -0.073, -0.529, 0.227, 0.246, 0.208, 0.216, 0.207, 0.212, 0.202, 0.169]
}


4.
{
  "formula": "C5H9NO",
  "method": "ωB97M-V/def2-TZVPD",
  "multiplicity": 1,
  "smiles": "C[C@H]1N[C@H]1[C@H]1CO1",
  "orbital_gap_ha": 0.386,
  "max_force_ev_per_a": 0.7,
  "symbols": ["C", "C", "N", "C", "C", "C", "O", "H", "H", "H", "H", "H", "H", "H", "H", "H"],
  "positions_angstrom": [[1.616079, -0.621989, -0.945662], [1.432895, 0.096034, 0.366072], [0.680313, 1.351802, 0.422048], [0.109501, 0.151541, 1.031441], [-1.150844, -0.478273, 0.477145], [-2.216355, 0.385846, -0.032465], [-1.468625, -0.434488, -0.916775], [1.881638, -1.670387, -0.773811], [2.420446, -0.157102, -1.525098], [0.695233, -0.592946, -1.533171], [2.313386, 0.106610, 1.009463], [0.248083, 1.520108, -0.486015], [0.109364, 0.210352, 2.123400], [-1.428604, -1.468696, 0.827078], [-3.268382, 0.167516, 0.145541], [-1.974129, 1.434072, -0.189191]],
  "forces_ev_per_angstrom": [[0.0, 0.0, -0.1], [0.2, -0.2, 0.0], [-0.1, 0.1, -0.2], [-0.1, -0.2, 0.0], [0.2, 0.0, 0.0], [-0.2, 0.2, 0.1], [0.2, 0.2, -0.3], [0.0, 0.1, 0.0], [-0.1, -0.1, 0.1], [0.2, 0.0, 0.0], [-0.2, 0.0, -0.1], [0.0, -0.1, 0.0], [-0.2, -0.1, -0.3], [0.1, 0.2, 0.6], [0.2, -0.2, -0.3], [-0.2, 0.0, 0.4]],
  "nbo_charge": [-0.640, -0.062, -0.583, -0.118, 0.036, -0.108, -0.503, 0.215, 0.212, 0.234, 0.194, 0.346, 0.208, 0.199, 0.186, 0.183]
}


5.
{
  "formula": "C5H9NO2",
  "method": "ωB97M-V/def2-TZVPD",
  "multiplicity": 1,
  "orbital_gap_ha": 0.324,
  "max_force_ev_per_a": 2.4,
  "symbols": ["C", "C", "C", "N", "H", "H", "H", "H", "H", "H", "O", "C", "O", "C", "H", "H", "H"],
  "positions_angstrom": [[1.945891, -0.686478, 1.021241], [2.126659, -1.256742, -0.204524], [0.365282, 0.619889, 2.188109], [1.085568, 0.437762, 1.132806], [2.479048, -1.013799, 1.936366], [1.649710, -0.878876, -1.091741], [2.793234, -2.098301, -0.287643], [-0.662030, 1.065767, 2.200830], [0.777357, 0.222867, 3.135951], [0.599220, 0.675403, 0.035885], [-1.830443, 0.493581, 0.399206], [-1.351562, 0.444739, -0.747166], [-0.088518, 0.662381, -1.055091], [-2.310020, 0.355613, -1.953051], [-2.204290, 1.248847, -2.574566], [-2.073587, -0.523562, -2.622980], [-3.301523, 0.230912, -1.513633]],
  "forces_ev_per_angstrom": [[1.5, -0.3, -1.2], [0.1, 0.8, 2.2], [0.8, -0.3, 0.2], [-1.9, -0.7, 0.5], [-0.5, 0.1, -0.6], [-0.2, 0.1, -0.1], [0.0, -0.2, 0.0], [1.4, 0.2, -0.5], [-0.5, -0.1, -0.4], [-1.0, 0.2, -0.6], [0.6, -0.4, -0.9], [0.0, 1.3, -0.3], [-0.7, -0.4, 0.9], [0.6, -1.3, 0.1], [-0.1, 0.0, 0.2], [-0.2, 0.9, 0.8], [0.0, 0.2, -0.4]],
  "nbo_charge": [-0.058, -0.362, 0.086, -0.468, 0.202, 0.241, 0.210, 0.260, 0.162, 0.461, -0.717, 0.799, -0.771, -0.723, 0.231, 0.221, 0.226]
}


6.
{
  "formula": "C5H9NO2",
  "method": "ωB97M-V/def2-TZVPD",
  "multiplicity": 1,
  "orbital_gap_ha": 0.337,
  "max_force_ev_per_a": 6.7,
  "symbols": ["C", "C", "C", "C", "C", "H", "H", "H", "H", "H", "H", "H", "H", "H", "N", "O", "O"],
  "positions_angstrom": [[-1.984605, 0.565119, 0.276149], [-1.440917, -0.867594, 0.254874], [0.033432, -1.177319, -0.033742], [1.009018, -0.019970, 0.068669], [2.489109, 0.058639, 0.527542], [-1.482662, 1.066158, -1.363333], [-2.411525, 0.887436, 1.549642], [-3.050792, 0.716768, -0.463042], [-2.017238, -1.683151, 0.733465], [0.154424, -2.225967, 0.290848], [0.224780, 1.038843, -0.122337], [2.911836, 1.031846, 0.946211], [2.990173, -0.874826, 1.064342], [2.297596, 1.126250, -1.426073], [2.350223, 0.079422, -0.916010], [-1.065793, 1.527206, -0.389231], [-1.007056, -1.248855, -0.997966]],
  "forces_ev_per_angstrom": [[-3.8, 1.4, 2.0], [0.1, 0.2, 0.5], [-0.8, -0.6, 1.9], [0.9, 3.1, -2.1], [-0.1, 0.2, 0.9], [2.9, 2.6, 3.3], [1.8, -0.7, -4.2], [2.7, -1.0, 2.6], [0.1, 1.0, 0.1], [1.2, 0.7, 0.0], [3.3, -3.2, 1.1], [-1.0, -1.4, 0.0], [-1.0, 1.8, -1.6], [0.4, -3.4, 2.4], [-2.2, 1.4, -0.9], [-5.0, -2.5, -3.7], [0.5, 0.6, -2.2]],
  "nbo_charge": [-0.117, -0.009, 0.063, -0.248, -0.238, 0.519, 0.214, 0.188, 0.197, 0.194, 0.325, 0.196, 0.198, 0.352, -0.623, -0.710, -0.502]
}


7.
{
  "formula": "C5H9NO2",
  "method": "ωB97M-V/def2-TZVPD",
  "multiplicity": 1,
  "orbital_gap_ha": [0.307, 0.307],
  "max_force_ev_per_a": 2.2,
  "symbols": ["C", "C", "C", "C", "N", "C", "O", "O", "H", "H", "H", "H", "H", "H", "H", "H", "H"],
  "positions_angstrom": [[1.261671, -0.027356, 0.146533], [1.741065, -0.865232, -1.035861], [-0.433405, -0.512082, 0.367492], [-0.346862, 0.698153, 1.259947], [-2.562076, -0.400119, -0.589700], [-0.429481, 1.970313, 1.483367], [-1.230689, 0.070528, -0.710403], [-0.583175, -1.698717, 0.665372], [-2.492689, -1.400032, -0.387944], [-2.961975, -0.276730, -1.515185], [1.553724, 1.006031, -0.050202], [1.754556, -0.370907, 1.056049], [-1.125101, 2.320918, 2.238267], [0.242121, 2.697004, 1.037070], [2.825862, -0.774130, -1.124627], [1.286465, -0.523328, -1.964688], [1.499989, -1.914315, -0.875487]],
  "forces_ev_per_angstrom": [[0.6, 0.5, -0.3], [-0.5, -0.2, -0.1], [-1.5, 1.0, 1.3], [-0.5, -1.1, -1.0], [-0.5, -0.1, 0.5], [0.9, 0.2, 0.2], [1.5, -0.5, -0.3], [0.5, 0.2, -0.3], [0.1, 0.1, -0.2], [0.2, -0.1, 0.0], [-0.3, 0.1, 0.1], [-0.3, 0.0, 0.1], [-0.1, -0.1, -0.1], [0.0, 0.0, 0.1], [0.0, 0.1, 0.1], [0.0, -0.1, 0.0], [-0.1, 0.0, 0.0]],
  "nbo_charge": [-0.390, -0.607, 0.545, 0.277, -0.528, -0.498, -0.433, -0.704, 0.364, 0.348, 0.213, 0.227, 0.269, 0.242, 0.220, 0.219, 0.236]
}


8.
{
  "formula": "C5H9NO2",
  "method": "ωB97M-V/def2-TZVPD",
  "multiplicity": 1,
  "orbital_gap_ha": 0.361,
  "max_force_ev_per_a": 6.6,
  "symbols": ["O", "C", "O", "C", "C", "C", "C", "N", "H", "H", "H", "H", "H", "H", "H", "H", "H"],
  "positions_angstrom": [[0.631159, 2.435058, 1.108983], [0.433154, 2.159109, -0.143110], [0.649149, 2.781120, -1.139589], [-0.337994, 0.778813, -0.248603], [0.695455, -0.332221, -0.382398], [0.173372, -1.687380, -0.706517], [0.228424, -2.748100, 0.095430], [-1.256450, 0.687073, 0.879785], [-0.413736, 2.673251, 0.772574], [-1.014868, 0.716815, -1.097970], [1.412719, -0.376185, 0.446814], [1.339738, 0.009052, -1.204583], [-0.346175, -1.804298, -1.659004], [0.956025, -2.633034, 0.895820], [-0.132229, -3.724731, -0.179283], [-1.011151, 1.032103, 1.782739], [-2.006590, 0.033554, 0.778911]],
  "forces_ev_per_angstrom": [[-2.5, 2.5, 0.9], [-0.1, -4.3, -5.0], [0.9, 0.9, 0.0], [-0.4, -0.1, 1.0], [1.5, 0.1, -0.6], [-1.1, -0.4, -0.2], [1.4, 0.8, -0.3], [-0.1, 0.5, -0.7], [1.2, 0.6, 4.0], [0.5, 0.5, -0.5], [-0.5, 0.0, 0.3], [-0.1, -0.2, -0.2], [-0.1, 0.3, 0.1], [-0.6, -0.4, 0.5], [-0.1, -0.1, 0.0], [0.2, -0.5, 0.3], [0.0, -0.1, 0.3]],
  "nbo_charge": [-0.599, 0.672, -0.543, -0.131, -0.469, -0.166, -0.398, -0.900, 0.522, 0.208, 0.213, 0.224, 0.191, 0.190, 0.205, 0.389, 0.390]
}


Q: What is the formula in the second record?
A: C5H9NO